Record 1
Here is an isolated molecule of C21H24ClN3O2 from the OMol25 dataset. Energies are from wB97M-V/def2-TZVPD.

As for the spin multiplicity: 1. Its structure (SMILES) is O=C(NCCCc1ccncc1)[C@@H]1CCC(=O)N(Cc2ccc(Cl)cc2)C1. Its LUMO energy is 0.3 eV. As for the energy above the lowest of the compared OMol25 structures with the same formula, charge and spin: 5.98 kcal/mol. The HOMO energy is -0.329 Ha. Its frontier orbital gap is 9.2777 eV.

Structure (XYZ):
```
51
Properties=species:S:1:pos:R:3:forces:R:3:nbo_charge:R:1
O -3.288 -0.834 -0.014 -0.30 0.12 -0.46 -0.633
C -2.669 -0.902 1.024 0.14 0.01 0.75 0.695
N -1.692 -1.815 1.229 0.38 -0.33 0.16 -0.620
C -1.228 -2.709 0.193 0.12 0.04 -0.34 -0.230
C 0.193 -2.374 -0.263 -0.19 -0.15 0.26 -0.390
C 1.252 -2.717 0.791 -0.09 0.08 -0.31 -0.429
C 2.615 -2.315 0.307 0.15 -0.01 0.15 0.030
C 3.216 -1.137 0.735 0.03 -0.17 -0.08 -0.261
C 4.469 -0.809 0.243 -0.16 0.13 0.19 0.040
N 5.129 -1.553 -0.626 0.51 0.16 -0.16 -0.422
C 4.554 -2.667 -1.044 -0.17 -0.28 -0.08 0.044
C 3.310 -3.093 -0.612 0.02 0.15 0.09 -0.257
C -2.882 0.016 2.232 -0.07 0.24 -0.10 -0.315
C -4.298 0.578 2.334 0.08 -0.18 -0.17 -0.388
C -4.619 1.470 1.144 -0.20 0.00 -0.05 -0.511
C -3.528 2.431 0.734 -0.36 -0.04 0.05 0.696
O -3.763 3.373 0.000 -0.21 0.16 -0.24 -0.633
N -2.267 2.170 1.163 0.38 0.00 -0.03 -0.452
C -1.180 3.008 0.693 -0.15 0.28 -0.15 -0.242
C -0.221 2.234 -0.171 0.10 -0.05 0.07 -0.053
C -0.711 1.410 -1.179 0.07 0.06 0.06 -0.152
C 0.151 0.686 -1.980 0.11 0.08 -0.07 -0.243
C 1.520 0.786 -1.776 -0.09 0.14 0.07 -0.036
Cl 2.606 -0.144 -2.752 0.03 -0.04 -0.08 0.009
C 2.027 1.612 -0.786 0.04 -0.07 -0.15 -0.235
C 1.152 2.327 0.014 -0.15 0.00 -0.04 -0.203
C -1.901 1.190 2.157 -0.01 -0.23 0.36 -0.195
H -1.188 -1.822 2.101 -0.18 0.11 0.01 0.390
H -1.277 -3.742 0.556 -0.04 0.03 -0.08 0.190
H -1.923 -2.591 -0.641 0.06 -0.12 0.12 0.242
H 0.246 -1.309 -0.496 0.00 -0.06 -0.03 0.219
H 0.409 -2.927 -1.178 0.05 0.01 -0.08 0.211
H 1.034 -2.194 1.724 0.02 -0.04 0.07 0.196
H 1.232 -3.793 0.985 -0.02 0.00 0.08 0.213
H 2.718 -0.489 1.441 -0.04 0.07 0.08 0.214
H 4.974 0.094 0.562 -0.03 0.11 0.09 0.189
H 5.124 -3.245 -1.760 -0.02 -0.12 -0.06 0.192
H 2.889 -4.017 -0.979 -0.03 -0.12 -0.05 0.214
H -2.656 -0.559 3.137 0.05 0.07 -0.09 0.219
H -5.021 -0.239 2.382 -0.02 0.04 0.07 0.222
H -4.374 1.150 3.262 0.00 -0.06 0.03 0.206
H -4.796 0.847 0.263 -0.01 0.14 0.09 0.270
H -5.526 2.049 1.322 0.10 0.06 -0.04 0.236
H -0.658 3.454 1.547 -0.01 -0.01 -0.07 0.192
H -1.646 3.808 0.106 0.14 -0.07 0.20 0.267
H -1.777 1.331 -1.330 -0.14 -0.04 -0.02 0.229
H -0.233 0.048 -2.760 -0.02 -0.09 -0.09 0.231
H 3.093 1.689 -0.644 0.11 -0.02 0.00 0.230
H 1.547 2.970 0.788 0.03 0.07 0.10 0.213
H -1.853 1.676 3.145 0.07 -0.12 -0.08 0.191
H -0.896 0.826 1.913 -0.08 0.05 0.07 0.209
```
Forces are in eV/Å.

---

Record 2
Here is a structure of composition C21H24ClN5ORh from the OMol25 dataset. Energies are from wB97M-V/def2-TZVPD.

As for the spin multiplicity: 1. Its LUMO energy (spin up / spin down) is -3.6 / -3.6 eV. As for the energy above the lowest of the compared OMol25 structures with the same formula, charge and spin: 288.59 kcal/mol. The HOMO energy (spin up / spin down) is -0.386 / -0.386 Ha. Its net charge is +1. Its frontier orbital gap (spin up / spin down) is 6.9133 / 6.9150 eV.

Structure (XYZ):
```
53
Properties=species:S:1:pos:R:3:forces:R:3:nbo_charge:R:1
Rh -0.656 -0.514 0.112 -0.12 -0.20 -0.21 0.831
O -2.064 -3.100 2.932 0.00 0.02 0.01 -0.608
C -1.664 -2.520 1.937 0.02 0.02 0.01 0.606
N -1.617 -1.184 1.738 -0.06 -0.11 -0.04 -0.574
C -1.367 -0.410 2.938 0.04 0.05 -0.08 -0.282
C 0.037 0.143 2.839 0.00 -0.03 -0.06 0.256
C 0.700 0.743 3.907 -0.16 -0.12 0.17 -0.249
C 1.964 1.309 3.762 0.05 -0.05 0.19 -0.158
C 2.405 1.211 2.464 0.69 0.24 0.29 -0.108
C 1.784 0.674 1.521 -0.74 -0.29 -0.06 0.213
N 0.601 0.061 1.603 0.07 0.39 -0.40 -0.453
C -1.001 -3.324 0.844 -0.04 -0.14 0.02 0.123
C -1.110 -4.704 0.817 -0.01 0.00 0.00 -0.192
C -0.339 -5.416 -0.084 -0.02 -0.02 0.02 -0.139
C 0.537 -4.724 -0.909 0.02 0.02 -0.02 -0.236
C 0.583 -3.346 -0.820 0.03 0.02 -0.03 0.039
N -0.179 -2.652 0.030 0.08 0.03 -0.12 -0.458
H -1.469 -1.054 3.813 -0.02 0.05 0.07 0.258
H -2.072 0.417 3.056 0.00 0.03 0.00 0.221
H 0.207 0.759 4.870 -0.02 0.04 0.00 0.246
H 2.479 1.764 4.597 0.04 0.00 -0.03 0.239
H 4.601 3.291 1.919 -0.05 0.07 -0.19 0.114
H 3.868 3.864 0.293 -0.07 -0.01 0.11 0.211
H -1.777 -5.178 1.523 0.00 0.00 0.00 0.263
H -0.402 -6.494 -0.132 0.00 0.00 0.00 0.238
H 1.180 -5.239 -1.608 0.00 0.00 0.00 0.240
H 1.262 -2.779 -1.446 -0.01 0.01 0.01 0.194
N -2.094 -0.960 -1.375 0.12 0.07 0.14 -0.729
C -1.408 -1.086 -2.682 0.02 -0.02 -0.03 -0.235
C -0.405 0.043 -2.816 0.01 -0.08 -0.02 -0.249
N 0.460 0.087 -1.611 0.00 -0.03 -0.01 -0.767
H -2.630 -1.796 -1.162 0.00 0.00 0.00 0.405
H -2.750 -0.182 -1.386 0.03 0.02 0.02 0.411
H -2.115 -1.059 -3.513 -0.01 -0.01 0.01 0.219
H -0.910 -2.055 -2.701 0.00 -0.01 0.02 0.204
H -0.928 0.995 -2.868 0.02 -0.03 -0.03 0.236
H 0.181 -0.068 -3.729 0.01 -0.03 0.00 0.215
H 0.848 1.025 -1.489 -0.01 -0.06 -0.02 0.432
H 1.257 -0.532 -1.724 0.03 0.04 -0.02 0.388
Cl 3.487 2.966 1.188 0.27 0.14 0.06 0.268
C 1.752 2.759 -0.153 -0.28 -0.44 0.15 -0.401
C 1.955 3.530 -1.211 -0.11 0.01 -0.14 -0.321
C 0.991 4.012 -2.208 0.01 0.00 0.09 -0.224
C -0.334 3.834 -2.372 0.01 0.19 -0.10 -0.181
C -1.402 3.075 -1.726 -0.37 -0.13 -0.08 -0.384
C -1.426 2.228 -0.715 0.44 0.25 0.12 0.062
C -1.393 1.366 0.248 -0.14 -0.06 0.20 -0.432
H 2.964 3.917 -1.410 0.10 -0.11 -0.02 0.175
H 1.439 4.643 -2.968 0.03 0.02 0.03 0.215
H -0.725 4.363 -3.235 0.02 0.02 0.02 0.216
H -2.358 3.188 -2.236 0.05 -0.03 -0.05 0.233
H -1.710 1.706 1.233 0.07 0.01 0.01 0.217
H 0.766 2.403 0.105 -0.02 0.26 -0.04 0.193
```
Forces are in eV/Å.

---

How do the records compare in total energy? In the order shown, they have -1589.63176; -1733.82784 Eh.